# 1
ORCA calculation (ωB97M-V with the def2-TZVPD basis set) on an isolated molecule of C19H19BrN2O2 at a distorted geometry.

Values from the calculation:
- Highest occupied orbital energy: -7.860 eV
- SMILES string: Cc1ccc(NC(=O)c2[nH]c3ccccc3c2OCCBr)cc1C
- Frontier orbital gap: 8.099 eV
- Relative energy (zero: lowest compared OMol25 entry of this formula, charge and spin): 79.1 kcal per mole

The geometry in XYZ format:
```
43
Properties=species:S:1:pos:R:3:forces:R:3
O -0.214 1.927 -1.940 -1.0 0.4 0.6
Br -3.379 2.392 2.467 0.4 0.0 -0.1
O -1.522 -0.425 1.306 -0.3 -0.8 0.0
C -0.518 1.201 -0.994 4.8 -0.3 -2.6
C -2.254 -0.116 0.163 -0.9 0.8 1.0
C -1.826 0.673 -0.815 -1.9 0.7 -2.3
C -5.585 -1.772 -0.086 -1.9 0.7 0.8
C -6.019 -1.235 -1.347 2.0 -0.9 2.9
C -4.458 -1.280 0.574 -1.1 -1.5 -1.3
C 2.630 1.077 -1.591 0.6 -0.2 -0.8
C -5.245 -0.304 -1.934 0.4 1.1 -2.9
C 4.000 0.879 -1.858 -0.3 -1.1 4.3
C 2.721 -0.260 0.466 0.9 -0.5 -1.0
C -3.605 -0.463 -0.192 -0.1 -1.6 1.9
C 1.978 0.456 -0.507 -0.2 0.7 0.0
C -3.962 0.032 -1.471 1.1 0.1 2.4
C 4.754 0.157 -0.874 -1.3 -0.8 -0.6
C 4.088 -0.551 0.157 0.6 0.9 1.0
N 0.561 0.532 -0.335 -1.9 -0.8 2.5
N -2.879 0.810 -1.843 1.1 0.0 0.6
C 6.258 0.085 -0.889 -0.8 -1.2 -2.9
C 4.950 -1.558 1.002 -1.4 2.0 2.5
C -2.177 1.037 3.181 -1.5 -2.0 0.0
C -1.081 0.544 2.270 -1.1 1.2 -0.3
H -6.365 -2.350 0.484 1.2 0.2 -0.6
H -6.867 -1.605 -1.835 -1.3 -0.3 -0.4
H -4.241 -1.740 1.546 0.3 0.7 -0.4
H 2.073 1.745 -2.233 -0.2 -0.3 0.0
H -5.649 0.039 -2.892 0.6 0.3 0.2
H 4.604 1.423 -2.517 0.2 0.8 -1.4
H 2.268 -0.598 1.426 0.3 0.0 -1.0
H 0.226 -0.040 0.493 0.7 0.8 -1.8
H -2.786 1.314 -2.732 0.3 -0.4 0.9
H 6.653 0.646 -0.116 1.0 1.1 1.7
H 6.607 0.500 -1.846 0.1 0.0 0.3
H 6.644 -0.946 -0.854 -0.2 0.4 0.1
H 4.626 -1.529 2.087 -0.3 0.1 -1.0
H 4.641 -2.520 0.695 0.4 -1.3 -0.5
H 6.029 -1.399 1.200 -0.6 -0.1 -1.2
H -2.867 0.208 3.393 0.3 0.2 0.1
H -1.794 1.360 4.113 0.4 0.7 0.8
H -0.222 0.175 2.844 -0.4 -0.5 -0.3
H -0.795 1.476 1.833 0.9 0.4 -1.1
```
Forces are in eV/Å.

Formally, the Löwdin partial charges of the atoms, in units of the elementary charge, are as follows:
1. O 0.0575
2. Br 0.6591
3. O -0.0615
4. C -0.3622
5. C -0.1771
6. C -0.0887
7. C -0.0831
8. C -0.0926
9. C -0.0179
10. C -0.0136
11. C -0.0450
12. C -0.0078
13. C 0.0206
14. C -0.1185
15. C -0.2095
16. C -0.1645
17. C -0.2354
18. C -0.1965
19. N 0.1245
20. N 0.1616
21. C -0.0657
22. C -0.0526
23. C -0.5639
24. C -0.2617
25. H 0.1100
26. H 0.0860
27. H 0.1174
28. H 0.0934
29. H 0.1133
30. H 0.0841
31. H 0.1185
32. H 0.1198
33. H 0.1653
34. H 0.0574
35. H 0.0810
36. H 0.0825
37. H 0.0834
38. H 0.0583
39. H 0.0748
40. H 0.0645
41. H 0.0504
42. H 0.1384
43. H 0.0958

***

# 2
ORCA calculation (ωB97M-V with the def2-TZVPD basis set) on a structure of composition CHF3NO4S2Sc at a distorted geometry.

Values from the calculation:
- Highest occupied orbital energy (spin up / spin down): -20.255 / -20.255 eV
- Charge: +2
- Frontier orbital gap (spin up / spin down): 9.066 / 9.066 eV

The geometry in XYZ format:
```
13
Properties=species:S:1:pos:R:3:forces:R:3
N 0.449 -1.260 0.516 1.0 0.9 -0.4
S 1.859 -1.050 -0.005 0.0 -2.9 0.0
O 2.708 -2.190 -0.094 -0.9 1.9 0.1
O 2.291 0.243 -0.507 -0.1 1.0 0.1
S -0.660 -0.031 0.767 -2.0 -1.3 2.8
O -0.226 1.235 0.153 1.1 1.0 -0.4
O -1.060 -0.047 2.146 0.9 0.3 -2.2
C -2.074 -0.640 -0.327 -1.1 -0.4 0.1
F -1.659 -0.672 -1.566 0.5 0.1 -0.4
F -2.433 -1.826 0.085 0.4 0.2 0.1
F -3.045 0.226 -0.178 0.3 0.1 0.1
H 2.429 3.712 -0.364 -0.5 -0.5 0.3
Sc 1.422 2.301 -0.625 0.3 -0.4 -0.3
```
Forces are in eV/Å.

Formally, the Löwdin partial charges of the atoms, in units of the elementary charge, are as follows:
1. N -0.2125
2. S 0.8879
3. O -0.0768
4. O -0.3489
5. S 0.8034
6. O -0.4069
7. O -0.1372
8. C -0.6931
9. F 0.2068
10. F 0.2394
11. F 0.2295
12. H -0.0352
13. Sc 1.5435